[1]
The following is a DFT calculation (the ωB97M-V functional and the def2-TZVPD basis) of a structure of composition C30H31AuBrN6OSe.

Geometry as XYZ:
```
71
Properties=species:S:1:pos:R:3:mulliken_charge:R:1
Au -0.279 -1.154 -0.342 1.14
Br -4.508 2.579 -5.250 -0.17
C -3.738 1.677 -3.782 -0.54
C -4.265 1.866 -2.496 -0.31
C -3.695 1.252 -1.414 -0.55
C -2.568 0.407 -1.545 0.88
O -2.071 -0.058 -0.432 -0.94
C -2.084 0.164 -2.862 0.38
C -1.051 -0.768 -3.213 -0.45
N -0.476 -1.604 -2.418 -0.35
C 0.472 -2.552 -2.869 0.46
C 0.547 -3.038 -4.144 -0.31
C 1.517 -4.000 -4.501 -0.97
C 2.388 -4.488 -3.572 -0.90
C 2.322 -4.029 -2.234 0.98
C 3.189 -4.502 -1.221 -0.46
C 3.085 -4.016 0.048 -1.06
C 2.103 -3.049 0.322 -0.18
N 1.278 -2.601 -0.593 -0.39
C 1.365 -3.065 -1.882 0.29
C -2.674 0.839 -3.957 -0.61
H -5.117 2.518 -2.360 0.48
H -4.086 1.412 -0.419 0.50
H -0.758 -0.769 -4.263 0.41
H -0.156 -2.705 -4.895 0.45
H 1.553 -4.354 -5.520 0.40
H 3.126 -5.231 -3.838 0.41
H 3.935 -5.245 -1.471 0.44
H 3.737 -4.348 0.843 0.43
H 2.002 -2.618 1.310 0.67
H -2.270 0.679 -4.948 0.48
C 2.395 -2.074 7.053 -1.48
C 1.653 -1.659 5.818 0.66
C 1.061 -2.590 4.978 -0.91
C 0.368 -2.217 3.834 0.70
C -0.285 -3.306 3.029 -1.60
C 0.262 -0.847 3.536 0.57
Se -0.722 -0.225 2.079 0.11
C 0.822 0.129 4.397 0.81
C 0.723 1.603 4.127 -1.73
C 1.523 -0.304 5.505 -0.85
H 2.485 -3.156 7.125 0.36
H 1.880 -1.716 7.945 0.34
H 3.397 -1.643 7.062 0.36
H 1.128 -3.644 5.224 0.39
H -0.990 -3.852 3.655 0.42
H 0.458 -4.031 2.694 0.38
H -0.832 -2.944 2.160 0.26
H -0.297 1.914 3.892 0.44
H 1.358 1.896 3.286 0.30
H 1.057 2.161 4.999 0.39
H 1.973 0.436 6.155 0.39
C -1.919 4.708 -2.527 -1.10
C -1.167 5.143 -1.275 0.96
C -1.807 4.561 -0.018 -1.28
C 0.325 4.811 -1.382 -1.26
N 0.575 3.372 -1.492 0.77
C 0.637 2.430 -0.549 -0.56
N 0.832 1.269 -1.126 0.00
N 0.878 1.524 -2.450 -0.21
N 0.732 2.774 -2.676 -0.64
H -2.983 4.923 -2.426 0.42
H -1.820 3.635 -2.697 -0.04
H -1.553 5.218 -3.418 0.40
H -1.202 6.236 -1.210 0.29
H -1.880 3.473 -0.084 0.07
H -2.823 4.934 0.102 0.44
H -1.252 4.818 0.886 0.37
H 0.889 5.163 -0.517 0.48
H 0.761 5.253 -2.277 0.35
H 0.536 2.621 0.503 0.67
```

- calculated total energy (eV) = -181675.4352
- charge = +1
- HOMO level (spin up / spin down) (eV) = -10.23 / -10.21
- spin multiplicity = 3
- LUMO level (spin up / spin down) (eV) = -3.3 / -5.2

***

[2]
The following is a DFT calculation (the ωB97M-V functional and the def2-TZVPD basis) of a structure of composition C30H31BrCuF3N5O4 in a non-equilibrium geometry.

Geometry as XYZ:
```
75
Properties=species:S:1:pos:R:3:mulliken_charge:R:1
Cu -0.216 -0.147 0.322 -0.16
C -1.050 -3.250 -0.096 -1.44
N -0.303 -2.227 -0.841 1.71
C 1.125 -2.538 -0.923 -0.87
C -0.850 -1.927 -2.160 -0.42
C -1.288 -2.927 -3.023 -0.17
C -1.834 -2.651 -4.265 -1.07
C -1.860 -1.301 -4.640 -0.74
C -1.420 -0.276 -3.822 -0.68
C -0.923 -0.556 -2.506 0.65
N -0.542 0.387 -1.634 1.78
C -0.908 1.714 -1.983 -1.36
C -2.251 2.025 -2.122 0.17
C -2.672 3.287 -2.470 -1.04
C -1.732 4.295 -2.648 -0.60
C -0.391 4.021 -2.517 -0.56
C 0.064 2.713 -2.241 0.52
N 1.407 2.438 -2.086 0.60
C 2.309 3.398 -1.515 -1.46
C 2.022 1.357 -2.807 -0.81
H -1.089 -4.233 -0.591 0.30
H -2.076 -2.913 0.030 0.37
H -0.631 -3.374 0.891 0.27
H 1.350 -3.558 -1.246 0.43
H 1.560 -2.433 0.068 -0.23
H 1.609 -1.829 -1.597 0.18
H -1.174 -3.958 -2.691 0.29
H -2.214 -3.415 -4.902 0.42
H -2.298 -1.052 -5.608 0.34
H -1.545 0.748 -4.138 0.26
H -2.954 1.238 -1.866 0.50
H -3.734 3.505 -2.577 0.36
H -2.058 5.294 -2.946 0.31
H 0.343 4.820 -2.631 0.28
H 2.605 4.173 -2.220 0.31
H 3.184 2.862 -1.167 0.46
H 1.845 3.877 -0.642 0.42
H 2.699 1.742 -3.580 0.38
H 1.296 0.713 -3.307 0.17
H 2.583 0.704 -2.140 0.16
Br 1.161 -4.468 7.258 -0.23
C 1.411 -4.089 5.453 0.10
C 2.463 -4.637 4.756 -0.20
N 2.736 -4.321 3.483 -0.68
C 1.975 -3.378 2.931 -0.26
C 0.849 -2.807 3.529 0.44
C 0.579 -3.171 4.831 -0.49
C -0.121 -1.963 2.733 -0.16
O -1.329 -2.050 2.956 -0.72
O 0.499 -1.310 1.814 -0.11
H 3.107 -5.384 5.230 0.36
H 2.244 -3.141 1.899 0.54
H -0.350 -2.821 5.286 0.48
F -4.339 0.305 3.597 -0.27
C -4.099 0.527 2.280 0.67
F -4.609 1.763 1.949 -0.30
F -4.837 -0.355 1.587 -0.27
C -2.603 0.494 1.974 0.23
O -1.871 0.886 2.860 -0.55
O -2.328 0.101 0.799 -0.57
C 3.065 0.007 1.095 -1.28
C 2.301 1.269 1.264 0.71
C 2.679 2.427 1.909 -1.02
C 1.522 3.267 1.932 -1.04
C 0.543 2.557 1.283 0.31
C -0.851 3.023 0.986 -1.17
N 0.994 1.339 0.902 1.84
H 4.145 0.173 0.961 0.45
H 2.741 -0.509 0.195 -0.03
H 2.917 -0.723 1.889 0.10
H 3.684 2.576 2.294 0.38
H 1.459 4.269 2.300 0.46
H -0.865 3.863 0.280 0.19
H -1.431 3.277 1.857 0.44
H -1.433 2.259 0.483 -0.35
```

- calculated total energy (eV) = -170091.3263
- charge = -2
- HOMO level (spin up / spin down) (eV) = -1.38 / -1.38
- spin multiplicity = 2
- LUMO level (spin up / spin down) (eV) = 3.7 / 3.7

***

[3]
The following is a DFT calculation (the ωB97M-V functional and the def2-TZVPD basis) of a cluster of 5 separate species, C30H31BrN5O10 in total in a non-equilibrium geometry.

Geometry as XYZ:
```
77
Properties=species:S:1:pos:R:3:mulliken_charge:R:1
O 4.883 -2.079 -0.198 -0.49
C 3.655 -1.870 0.006 0.34
Br 3.143 -0.491 1.344 -0.11
C 2.633 -2.749 -0.853 -0.65
C 1.083 -2.483 -0.550 0.03
C 0.552 -1.040 -1.030 -0.18
N -0.829 -0.705 -0.477 0.00
C -1.603 -1.911 -0.025 -0.45
C -0.721 -3.001 0.780 -0.44
O 0.704 -2.641 0.845 -0.41
H 2.832 -3.853 -0.563 0.35
H 2.843 -2.707 -1.990 0.38
H 0.495 -3.261 -1.180 0.44
H 1.273 -0.177 -0.815 -0.17
H 0.472 -1.097 -2.184 0.32
H -1.345 -0.255 -1.265 0.42
H -0.781 0.002 0.288 0.47
H -2.512 -1.581 0.606 0.28
H -1.966 -2.445 -0.986 0.31
H -0.839 -4.050 0.312 0.31
H -1.154 -3.095 1.842 0.25
C -5.501 -1.823 5.767 -0.48
C -4.189 -1.891 5.306 -0.61
C -3.912 -2.491 4.083 0.00
C -4.959 -3.016 3.326 0.05
C -6.273 -2.958 3.786 -0.29
C -6.540 -2.358 5.012 -0.50
N -4.674 -3.624 2.025 0.98
O -3.502 -3.672 1.660 -0.61
O -5.616 -4.044 1.374 -0.57
H -5.715 -1.348 6.720 0.42
H -3.383 -1.474 5.900 0.41
H -2.886 -2.537 3.735 0.33
H -7.093 -3.368 3.205 0.47
H -7.560 -2.304 5.378 0.41
C -4.098 1.554 0.480 -0.53
C -4.970 0.476 0.615 -0.50
C -5.882 0.446 1.666 -0.22
C -5.915 1.503 2.573 -0.10
C -5.040 2.581 2.447 -0.42
C -4.129 2.602 1.395 -0.62
N -6.892 1.487 3.666 1.05
O -7.630 0.516 3.754 -0.57
O -6.915 2.446 4.423 -0.60
H -3.390 1.578 -0.345 0.59
H -4.940 -0.339 -0.101 0.52
H -6.556 -0.399 1.760 0.51
H -5.057 3.405 3.152 0.47
H -3.445 3.437 1.287 0.42
C 3.198 4.200 -3.255 -0.36
C 2.994 3.200 -2.308 -0.57
C 1.713 2.944 -1.830 -0.10
C 0.641 3.696 -2.311 0.00
C 0.840 4.704 -3.253 -0.37
C 2.125 4.954 -3.723 -0.56
N -0.714 3.414 -1.830 0.98
O -0.852 2.530 -0.985 -0.61
O -1.630 4.068 -2.295 -0.57
H 4.198 4.393 -3.630 0.45
H 3.834 2.617 -1.946 0.46
H 1.568 2.162 -1.093 0.42
H 0.012 5.296 -3.628 0.45
H 2.291 5.734 -4.458 0.39
C 7.818 -1.160 -1.694 -0.41
C 9.020 -1.107 -2.395 -0.43
C 9.241 -0.096 -3.325 -0.42
C 8.251 0.860 -3.542 -0.03
C 7.043 0.809 -2.850 -0.53
C 6.830 -0.207 -1.924 -0.12
N 8.487 1.942 -4.502 1.02
O 9.550 1.946 -5.105 -0.59
O 7.608 2.782 -4.642 -0.61
H 7.651 -1.947 -0.965 0.41
H 9.786 -1.854 -2.213 0.38
H 10.181 -0.067 -3.864 0.44
H 6.267 1.547 -3.017 0.55
H 5.895 -0.254 -1.377 0.33
```

- calculated total energy (eV) = -129561.7915
- charge = +1
- HOMO level (eV) = -11.76
- LUMO level (eV) = -3.5

***

[4]
The following is a DFT calculation (the ωB97M-V functional and the def2-TZVPD basis) of a cluster of 2 separate species, C30H31O2Si in total in a non-equilibrium geometry.

Geometry as XYZ:
```
64
Properties=species:S:1:pos:R:3:nbo_charge:R:1
C 5.720 3.209 -3.025 -1.14
Si 3.853 3.239 -3.013 1.90
C 3.246 4.996 -3.051 -1.16
C 3.097 2.104 -4.280 -1.14
O 3.419 2.433 -1.599 -0.88
C 2.760 2.617 -0.422 0.36
C 1.601 1.914 -0.217 -0.52
C 3.443 3.534 0.502 -0.11
C 2.682 4.416 1.291 -0.19
C 3.319 5.441 1.995 -0.21
C 4.709 5.603 1.912 -0.21
C 5.474 4.700 1.155 -0.20
C 4.859 3.632 0.510 -0.20
H 6.119 3.649 -3.947 0.24
H 6.133 3.770 -2.177 0.25
H 6.077 2.173 -2.958 0.24
H 3.529 5.449 -4.014 0.25
H 2.155 5.064 -2.955 0.24
H 3.699 5.598 -2.252 0.26
H 3.268 2.453 -5.306 0.24
H 3.545 1.106 -4.183 0.25
H 2.014 2.002 -4.131 0.23
H 1.062 2.088 0.703 0.20
H 1.262 1.182 -0.945 0.19
H 1.599 4.269 1.286 0.22
H 2.720 6.132 2.589 0.22
H 5.199 6.428 2.435 0.22
H 6.555 4.828 1.050 0.22
H 5.463 2.874 -0.007 0.23
C -5.254 -5.293 5.657 -0.21
C -5.927 -4.969 4.473 -0.19
C -5.386 -5.318 3.228 -0.27
C -4.172 -6.006 3.216 0.28
O -3.512 -6.221 1.995 -0.50
C -3.005 -5.125 1.296 0.42
C -1.622 -4.923 1.353 -0.27
C -1.078 -3.784 0.805 -0.07
C -1.866 -2.860 0.048 -0.18
C -1.255 -1.637 -0.372 0.16
C -1.820 -0.658 -1.239 -0.18
C -0.946 0.069 -2.098 -0.13
C -1.436 1.065 -2.930 -0.14
C -2.819 1.294 -3.026 -0.13
C -3.696 0.522 -2.251 -0.22
C -3.214 -0.374 -1.305 -0.13
C -3.197 -3.295 -0.265 -0.10
C -3.799 -4.316 0.470 -0.22
C -3.543 -6.448 4.386 -0.25
C -4.055 -6.011 5.609 -0.18
H -5.669 -4.995 6.618 0.23
H -6.876 -4.430 4.495 0.23
H -5.876 -5.075 2.278 0.22
H -1.022 -5.661 1.866 0.26
H -0.022 -3.565 0.940 0.23
H -0.231 -1.495 -0.009 0.23
H 0.113 -0.183 -2.105 0.23
H -0.745 1.661 -3.525 0.23
H -3.209 2.032 -3.734 0.24
H -4.771 0.629 -2.383 0.24
H -3.887 -0.851 -0.592 0.23
H -3.764 -2.818 -1.063 0.24
H -4.865 -4.537 0.397 0.24
H -2.651 -7.076 4.300 0.24
H -3.503 -6.249 6.519 0.23
```

- calculated total energy (eV) = -43578.9018
- charge = +1
- HOMO level (eV) = -10.16
- energy relative to the best compared isomer or geometry (same formula, charge and spin) (kJ/mol) = 99.4
- LUMO level (eV) = -5.7

***

[5]
The following is a DFT calculation (the ωB97M-V functional and the def2-TZVPD basis) of a structure of composition C30H32BaN11O8PS5.

Geometry as XYZ:
```
88
Properties=species:S:1:pos:R:3:mulliken_charge:R:1
Ba -0.707 0.179 0.214 1.28
C 3.615 -2.593 -2.989 -0.99
N 3.120 -1.262 -2.738 0.29
C 2.717 -0.392 -3.713 -0.85
C 2.140 0.663 -3.075 -0.27
N 2.168 0.457 -1.725 0.46
C 2.738 -0.719 -1.546 0.10
P 3.177 -1.478 0.049 -0.74
C 3.045 -0.009 1.109 -0.48
N 2.069 0.876 1.161 1.19
C 2.454 1.825 2.057 -0.91
C 3.680 1.507 2.568 -1.08
N 4.053 0.336 1.963 0.26
C 5.282 -0.386 2.210 -0.93
C 1.709 -2.385 0.645 0.32
N 0.852 -1.915 1.533 0.14
C 0.034 -2.959 1.870 -0.31
C 0.404 -4.069 1.173 -0.81
N 1.478 -3.707 0.407 0.40
C 2.129 -4.564 -0.560 -0.91
H 4.181 -2.587 -3.921 0.40
H 2.779 -3.289 -3.073 0.22
H 4.280 -2.898 -2.182 0.40
H 2.840 -0.623 -4.757 0.41
H 1.690 1.547 -3.495 0.10
H 1.831 2.677 2.270 0.84
H 4.303 1.987 3.303 0.40
H 5.806 0.102 3.029 0.32
H 5.922 -0.387 1.328 0.32
H 5.072 -1.417 2.492 0.34
H -0.798 -2.809 2.538 0.32
H -0.031 -5.051 1.095 0.39
H 2.120 -5.586 -0.184 0.37
H 3.164 -4.246 -0.682 0.36
H 1.601 -4.523 -1.512 0.21
O -2.462 1.325 -3.933 -0.81
S -2.081 0.362 -2.917 0.99
O -0.652 0.299 -2.649 0.07
O -2.843 0.502 -1.667 -0.64
C -2.577 -1.234 -3.624 -0.38
C -3.601 -1.120 -4.560 -0.75
C -4.137 -2.230 -5.193 -0.60
C -3.643 -3.487 -4.897 -0.55
C -2.623 -3.617 -3.968 -0.60
C -2.077 -2.512 -3.322 -0.46
S -0.780 -2.918 -2.127 1.55
O 0.482 -2.457 -2.683 -0.37
O -0.828 -4.369 -1.993 -0.77
O -1.185 -2.228 -0.903 -0.46
H -3.962 -0.128 -4.790 0.49
H -4.936 -2.103 -5.913 0.36
H -4.048 -4.369 -5.379 0.36
H -2.231 -4.590 -3.710 0.50
O -0.920 3.414 3.680 -0.92
C -0.696 2.311 3.128 -0.38
O -0.747 2.128 1.879 -0.10
C -0.328 1.142 4.015 0.71
C 0.700 1.368 4.927 -0.57
C 1.164 0.372 5.769 -0.68
C 0.549 -0.873 5.721 -0.63
C -0.502 -1.095 4.852 -0.71
C -0.975 -0.110 3.963 0.43
S -2.359 -0.491 2.941 -0.17
H 1.136 2.360 4.961 0.44
H 1.981 0.566 6.455 0.37
H 0.881 -1.674 6.374 0.36
H -1.002 -2.057 4.841 0.44
N 1.693 3.652 -0.651 -0.86
N 0.318 3.598 -0.941 0.40
C -0.170 3.773 -2.186 0.42
N -1.510 3.786 -2.290 -0.27
S 0.821 4.022 -3.532 -0.51
H 2.113 4.205 -1.396 0.28
H 2.049 2.703 -0.768 0.28
H -0.283 3.766 -0.146 0.03
H -2.082 3.617 -1.475 0.06
H -1.894 3.515 -3.181 0.20
S -2.599 5.750 0.497 -0.40
C -3.632 4.646 1.216 0.05
N -3.161 3.826 2.215 0.03
C -3.837 2.770 2.679 0.12
C -5.104 2.530 2.225 -0.74
C -5.603 3.461 1.310 0.04
N -4.927 4.475 0.820 -0.63
H -2.198 3.954 2.576 0.27
H -3.320 2.132 3.383 0.40
H -5.664 1.668 2.550 0.41
H -6.625 3.363 0.951 0.39
```

- calculated total energy (eV) = -128568.2479
- charge = -2
- HOMO level (eV) = -2.24
- energy relative to the best compared isomer or geometry (same formula, charge and spin) (kJ/mol) = 19.3
- LUMO level (eV) = 3.7

***

[6]
The following is a DFT calculation (the ωB97M-V functional and the def2-TZVPD basis) of a structure of composition C30H32BaN9S3Si.

Geometry as XYZ:
```
76
Properties=species:S:1:pos:R:3:mulliken_charge:R:1
Ba 1.317 -0.738 0.280 1.38
C 0.028 -2.809 2.423 -0.52
C 1.129 -3.490 2.967 -0.02
C 1.896 -2.565 3.700 -0.82
C 1.283 -1.305 3.604 -0.43
C 0.130 -1.446 2.796 -1.57
H -0.773 -3.248 1.842 0.37
H 1.354 -4.538 2.834 0.55
H 2.811 -2.783 4.232 0.50
H 1.603 -0.388 4.078 0.43
H -0.699 -0.744 2.793 0.83
N -1.475 1.684 1.195 -0.02
C -1.471 1.855 -0.125 0.31
N -2.336 2.737 -0.639 -0.51
C -2.287 2.859 -1.954 0.40
N -3.147 3.731 -2.529 -0.36
N -1.466 2.187 -2.785 -0.64
C -0.652 1.352 -2.167 -0.17
N -0.591 1.126 -0.858 0.12
C 0.277 0.580 -3.059 0.73
C -0.070 0.385 -4.385 -0.61
C 0.766 -0.374 -5.185 -0.47
C 1.931 -0.882 -4.641 -0.65
C 2.199 -0.625 -3.308 0.12
N 1.392 0.081 -2.519 -0.31
H -1.829 2.475 1.732 0.34
H -0.635 1.319 1.631 -0.28
H -3.626 4.372 -1.922 0.27
H -2.990 3.981 -3.489 0.25
H -0.989 0.812 -4.758 0.45
H 0.504 -0.577 -6.215 0.41
H 2.606 -1.501 -5.214 0.43
H 3.079 -1.044 -2.836 0.29
C 4.934 -3.420 -1.783 -1.22
Si 3.521 -3.571 -0.544 0.13
C 4.080 -2.591 0.959 -0.82
C 3.397 -5.364 -0.035 -1.01
N 2.036 -2.890 -1.036 0.26
C 1.287 -3.303 -2.102 -0.19
C 1.735 -4.195 -3.105 0.00
C 0.959 -4.515 -4.207 -0.83
C -0.310 -3.976 -4.381 -0.64
C -0.794 -3.124 -3.395 -0.77
C -0.031 -2.811 -2.287 0.05
H 5.865 -3.741 -1.308 0.41
H 5.070 -2.384 -2.102 0.34
H 4.798 -4.025 -2.680 0.34
H 4.998 -3.026 1.361 0.35
H 3.341 -2.624 1.762 -0.07
H 4.322 -1.543 0.739 0.20
H 4.319 -5.696 0.447 0.36
H 3.197 -6.026 -0.879 0.33
H 2.580 -5.474 0.680 0.22
H 2.718 -4.636 -3.013 0.19
H 1.356 -5.203 -4.945 0.39
H -0.912 -4.229 -5.243 0.38
H -1.790 -2.704 -3.483 0.43
H -0.470 -2.165 -1.531 0.35
S -2.280 5.382 6.693 -0.41
C -1.628 4.700 5.311 0.21
S -0.049 4.010 5.275 -0.15
C -0.228 3.537 3.609 0.18
N -1.396 3.869 3.125 -0.73
N -2.157 4.539 4.083 0.28
C -3.404 5.051 3.623 0.59
C -3.905 6.247 4.119 -0.44
C -5.109 6.736 3.635 -0.66
C -5.820 6.049 2.664 -0.40
C -5.307 4.858 2.169 -0.70
C -4.105 4.359 2.641 -0.08
S 1.085 2.787 2.796 -0.37
H -3.359 6.786 4.876 0.32
H -5.489 7.670 4.029 0.35
H -6.762 6.435 2.296 0.38
H -5.842 4.302 1.410 0.39
H -3.719 3.437 2.239 0.25
```

- calculated total energy (eV) = -86124.1618
- charge = -1
- HOMO level (eV) = -4.59
- energy relative to the best compared isomer or geometry (same formula, charge and spin) (kJ/mol) = 155.1
- LUMO level (eV) = 1.7